(1)
{
  "formula": "C4H8N2",
  "method": "ωB97M-V/def2-TZVPD",
  "relative_energy_kcal_mol": 96.3,
  "species": ["C", "C", "C", "N", "C", "N", "H", "H", "H", "H", "H", "H", "H", "H"],
  "xyz": [[-2.04562, 0.21859, 0.15498], [-0.35925, -0.84558, -0.21162], [0.86425, -0.11903, 0.35004], [2.02705, -0.82112, -0.20167], [0.86022, 1.32053, -0.03599], [0.78914, 2.42013, -0.39141], [-1.73116, 1.13883, -0.29669], [-2.29200, 0.35089, 1.22177], [-2.92410, -0.21611, -0.34755], [-1.32754, -1.00221, 0.31988], [-0.32702, -0.79413, -1.30087], [0.89230, -0.15784, 1.44441], [2.43975, -0.34747, -0.99482], [2.72878, -1.05187, 0.48672]],
  "atomic_forces_ev_per_a": [[0.3, 0.7, -0.4], [-1.0, 1.5, 0.0], [-0.4, -0.1, 0.1], [-0.1, 0.0, 0.0], [-0.1, 0.7, -0.2], [0.1, -1.0, 0.3], [-0.2, 0.5, -0.1], [0.5, -0.2, -0.4], [0.7, 0.0, 0.0], [0.8, -2.1, 0.5], [-0.5, -0.3, 0.2], [0.0, 0.0, -0.2], [0.0, 0.0, 0.2], [-0.1, 0.2, -0.1]],
  "mulliken_charge": [-1.095, -0.867, 0.466, -0.617, 0.102, -0.456, 0.415, 0.300, 0.328, 0.460, 0.223, 0.270, 0.242, 0.228]
}


(2)
{
  "formula": "C4H5AgO6",
  "method": "ωB97M-V/def2-TZVPD",
  "relative_energy_kcal_mol": 26.9,
  "species": ["C", "C", "O", "H", "H", "H", "H", "O", "O", "C", "O", "C", "O", "O", "Ag", "H"],
  "xyz": [[-2.74746, 0.40313, -1.65197], [-1.83674, -0.60256, -0.97699], [-2.07859, 1.64810, -1.76020], [-3.63992, 0.54344, -1.02865], [-3.03349, 0.03991, -2.65145], [-1.76401, -1.52710, -1.56305], [-2.18029, -0.80586, 0.04597], [-4.15873, 3.38105, -3.24709], [-2.50487, 4.63998, -2.34725], [-3.18461, 3.73477, -2.68127], [-0.53896, 0.01946, -0.91808], [0.45727, -0.58084, -0.19017], [0.26563, -1.72627, 0.26247], [1.51587, 0.06957, -0.08280], [2.86964, -1.87127, 1.22650], [-1.06435, 1.40054, -1.41375]],
  "atomic_forces_ev_per_a": [[-0.2, 0.7, -0.4], [0.5, -0.7, 0.5], [2.7, -0.4, 0.9], [0.0, -0.1, -0.3], [-0.1, 0.2, 0.3], [0.0, 0.1, 0.4], [0.3, -0.2, -0.3], [1.3, -1.9, 1.0], [0.8, -2.3, 0.7], [-1.9, 4.0, -1.6], [0.2, -0.5, 0.3], [0.8, -0.7, 0.2], [0.0, -0.4, 0.3], [0.5, 0.1, 0.2], [-1.6, 0.9, -0.9], [-3.3, 1.1, -1.2]],
  "mulliken_charge": [-0.241, -0.403, -0.529, 0.232, 0.233, 0.272, 0.278, -0.388, -0.381, 0.777, -0.295, 0.732, -0.712, -0.726, 0.744, 0.406]
}


(3)
{
  "formula": "C13H37ClO9S2",
  "method": "ωB97M-V/def2-TZVPD",
  "smiles": "CCSC[C@@H]1C[C@H](Cl)CS(=O)(=O)O1.CO.CO.CO.CO.CO.CO",
  "species": ["C", "C", "S", "C", "C", "C", "C", "Cl", "C", "S", "O", "O", "O", "H", "H", "H", "H", "H", "H", "H", "H", "H", "H", "H", "H", "H", "C", "O", "H", "H", "H", "H", "C", "O", "H", "H", "H", "H", "C", "O", "H", "H", "H", "H", "C", "O", "H", "H", "H", "H", "C", "O", "H", "H", "H", "H", "C", "O", "H", "H", "H", "H"],
  "xyz": [[4.93964, 0.99921, 3.20256], [3.61174, 1.63635, 2.41025], [3.67234, 3.49302, 2.65674], [1.98331, 4.28932, 2.49733], [0.78966, 3.20676, 2.86326], [0.38582, 2.46085, 1.45834], [-0.11992, 0.94344, 1.81806], [-1.16725, 0.15053, 0.48933], [-0.97732, 0.84845, 3.24683], [-1.66416, 2.59158, 3.53203], [-2.43789, 2.68196, 4.90412], [-2.76889, 2.79447, 2.42469], [-0.43459, 3.81542, 3.40961], [5.85850, 1.64678, 2.81272], [5.08761, -0.14531, 2.98592], [4.76086, 1.20435, 4.36197], [2.67499, 1.10098, 2.86335], [3.68363, 1.28840, 1.27848], [1.90194, 5.18053, 3.28222], [1.86036, 4.66341, 1.39038], [1.22488, 2.50186, 3.69216], [-0.45208, 3.09986, 0.89777], [1.31779, 2.47120, 0.71234], [0.83654, 0.27367, 1.93558], [-1.79598, 0.01203, 3.23459], [-0.16444, 0.68743, 4.10474], [-4.49876, 2.23145, -1.11208], [-3.31876, 3.01346, -1.13274], [-5.11833, 2.50049, -1.97080], [-4.23625, 1.17243, -1.17246], [-5.05170, 2.42887, -0.19050], [-2.78955, 2.75290, -0.35978], [2.91123, 1.10069, -1.69310], [3.24150, 1.85527, -0.54162], [2.20770, 0.31342, -1.41219], [2.44677, 1.75310, -2.43654], [3.81630, 0.64757, -2.10486], [3.86652, 2.54543, -0.82168], [-4.16392, -1.99476, -0.90020], [-2.97246, -2.05462, -1.66257], [-4.87443, -2.72562, -1.29350], [-3.94203, -2.23066, 0.14345], [-4.59544, -0.99365, -0.97489], [-2.36171, -1.39574, -1.29070], [6.32341, -0.70137, -1.19095], [5.19836, -0.98085, -0.37823], [6.42020, 0.38104, -1.30359], [7.22432, -1.09815, -0.71661], [6.18569, -1.15697, -2.17456], [5.13803, -1.94784, -0.29629], [-4.58877, -5.79392, -2.47347], [-4.25850, -5.03934, -1.32199], [-5.29230, -6.58119, -2.19256], [-5.05323, -5.14150, -3.21692], [-3.68370, -6.24703, -2.88524], [-3.63348, -4.34917, -1.60205], [-2.18005, -4.56420, -4.94084], [-2.59341, -4.23374, -3.62771], [-2.66408, -5.49634, -5.24165], [-2.47259, -3.76615, -5.62760], [-1.09556, -4.69667, -4.95993], [-2.14814, -3.40316, -3.38835]],
  "atomic_forces_ev_per_a": [[-0.6, 1.5, 0.1], [0.4, -2.7, -0.3], [-0.5, -0.5, 0.2], [-1.9, 0.1, 0.3], [1.4, -0.5, -1.3], [0.1, 0.0, -0.4], [0.6, 0.0, 0.8], [1.0, 0.9, 1.0], [2.8, 0.4, -0.3], [-8.5, 1.4, 1.2], [4.4, -0.4, -4.5], [5.1, -0.6, 2.9], [-0.7, -2.7, -0.1], [-1.7, -1.7, 1.0], [-0.4, 2.4, 0.3], [0.7, -0.6, -2.5], [1.6, 1.3, -0.7], [-0.2, 1.1, 2.6], [0.4, -1.9, -1.8], [0.0, -0.6, 2.3], [-0.8, 1.2, -1.7], [1.6, -1.4, 1.5], [-2.0, -0.5, 1.8], [-2.0, 1.2, -0.3], [1.3, 2.2, 0.1], [-2.0, 0.2, -1.7], [0.1, 0.1, 0.2], [0.5, 0.0, 0.1], [0.2, 0.0, 0.1], [-0.2, -0.1, 0.0], [-0.2, -0.2, -0.1], [-0.3, 0.2, -0.3], [0.1, 0.0, -0.3], [0.2, 0.6, -0.2], [0.1, 0.1, 0.0], [-0.1, -0.2, -0.1], [-0.2, -0.1, -0.1], [-0.3, -0.3, 0.3], [-0.3, 0.3, 0.2], [0.8, 0.2, -0.2], [0.2, 0.2, 0.1], [-0.2, 0.0, 0.0], [-0.2, -0.1, 0.1], [-0.3, -0.4, -0.3], [0.0, -0.2, 0.0], [-0.3, -0.4, 0.3], [-0.1, -0.2, 0.1], [0.2, 0.1, -0.2], [0.2, 0.1, -0.1], [0.0, 0.6, 0.0], [0.1, 0.0, 0.1], [0.1, 0.2, 0.2], [0.1, 0.1, 0.1], [0.0, -0.2, -0.2], [-0.2, -0.1, -0.2], [-0.1, -0.5, 0.0], [0.0, 0.1, 0.1], [0.4, 0.5, 0.2], [0.0, 0.1, 0.1], [0.1, -0.1, -0.2], [0.0, -0.1, -0.3], [-0.4, -0.3, 0.1]],
  "mulliken_charge": [-0.986, 0.268, -0.151, -0.594, 0.161, -0.448, -0.101, -0.065, -0.622, 1.005, -0.638, -0.535, -0.425, 0.278, 0.286, 0.308, -0.104, 0.085, 0.342, 0.310, 0.251, 0.275, 0.118, 0.276, 0.426, 0.296, -0.131, -0.514, 0.264, -0.174, 0.264, 0.296, -0.602, -0.400, 0.216, 0.316, 0.181, 0.224, -0.617, -0.425, 0.370, 0.331, 0.163, 0.232, -0.601, -0.413, 0.200, 0.306, 0.291, 0.254, -0.499, -0.497, 0.274, 0.248, 0.168, 0.288, -0.660, -0.371, 0.226, 0.280, 0.280, 0.214]
}


(4)
{
  "formula": "C20H31BrO8S4",
  "method": "ωB97M-V/def2-TZVPD",
  "species": ["O", "C", "Br", "C", "C", "C", "C", "O", "C", "C", "C", "C", "O", "C", "C", "C", "O", "H", "H", "H", "H", "H", "H", "H", "C", "S", "O", "C", "H", "H", "H", "H", "H", "H", "C", "S", "O", "C", "H", "H", "H", "H", "H", "H", "C", "S", "O", "C", "H", "H", "H", "H", "H", "H", "C", "S", "O", "C", "H", "H", "H", "H", "H", "H"],
  "xyz": [[-1.17991, 6.26236, 3.99645], [-1.22211, 5.76441, 5.06924], [-2.79611, 5.93328, 6.26712], [-0.04490, 4.87031, 5.64237], [0.07662, 3.51783, 4.83896], [1.12908, 2.66465, 4.97906], [1.19496, 1.37929, 4.06539], [1.50556, 0.28623, 4.46189], [0.74062, 1.69292, 2.59150], [1.39878, 1.14443, 1.40883], [0.88873, 1.57994, 0.09814], [-0.23074, 2.52853, -0.04759], [-0.65915, 2.94897, -1.31294], [-0.93283, 3.05993, 1.14984], [-0.41315, 2.62078, 2.43215], [-1.03178, 3.11925, 3.78850], [-2.21450, 3.13720, 4.02025], [-0.10294, 4.73102, 6.74759], [0.89114, 5.44599, 5.37622], [1.93756, 2.92296, 5.70617], [2.25535, 0.43093, 1.49586], [1.35342, 1.19624, -0.84134], [-0.16022, 3.77474, -1.47344], [-1.78278, 3.77418, 1.09378], [-1.34540, -1.99759, -0.74370], [0.37370, -2.48938, -0.96454], [1.22021, -1.31644, -0.58728], [0.31880, -2.56098, -2.76017], [-1.52938, -1.85531, 0.32141], [-1.53603, -1.06264, -1.27380], [-2.00037, -2.78390, -1.12130], [0.01901, -1.58982, -3.15906], [-0.38867, -3.33107, -3.07294], [1.31464, -2.81589, -3.12534], [5.49087, -2.18241, -4.08653], [4.55309, -3.72183, -4.06576], [3.10896, -3.36406, -4.14842], [4.90720, -4.13296, -2.34690], [5.37786, -1.72494, -5.06884], [5.10767, -1.50370, -3.32324], [6.54508, -2.39652, -3.90598], [4.56085, -3.33046, -1.69382], [5.98034, -4.28378, -2.22277], [4.38168, -5.05456, -2.09904], [-4.35496, -2.12640, 2.81453], [-2.98413, -3.29731, 2.84769], [-3.56731, -4.66535, 2.92563], [-2.40777, -2.86050, 4.49885], [-4.88959, -2.25047, 1.87330], [-5.03264, -2.32405, 3.64615], [-3.96605, -1.10897, 2.87872], [-3.20876, -3.01157, 5.22384], [-2.08288, -1.81909, 4.50726], [-1.56511, -3.50373, 4.74963], [-0.80588, 1.82074, -5.73292], [-1.88352, 0.60788, -4.94813], [-1.12583, 0.00784, -3.81435], [-1.85004, -0.57827, -6.30546], [-0.65422, 2.64530, -5.03720], [0.15596, 1.36439, -5.97098], [-1.28060, 2.19534, -6.64077], [-0.82226, -0.88315, -6.50770], [-2.29106, -0.12595, -7.19463], [-2.43618, -1.44942, -6.01468]],
  "atomic_forces_ev_per_a": [[-0.3, -0.1, 0.7], [0.9, -0.9, 0.2], [0.6, 0.0, -0.4], [0.0, 0.0, -0.8], [0.1, -0.4, -0.1], [-0.8, 0.5, -0.5], [-0.7, 1.3, -0.7], [0.2, 0.7, -0.2], [-0.6, 0.5, -1.4], [-2.1, 1.6, 0.0], [-0.9, 0.9, 1.0], [0.6, -0.7, 2.7], [1.0, 0.3, 0.9], [2.3, -2.0, 0.2], [0.7, -0.5, -0.2], [1.3, -0.4, -0.7], [0.7, 0.4, 0.0], [-0.1, 0.0, -1.0], [-1.0, -0.5, 0.4], [-0.7, -0.7, -0.7], [-1.0, 0.7, -0.2], [-0.5, 0.3, 1.0], [-0.5, -0.5, -0.1], [0.8, -0.7, -0.1], [-0.1, 0.2, 0.1], [-0.2, -0.1, -0.2], [0.0, 0.0, -0.1], [0.2, 0.1, -0.1], [0.1, -0.1, 0.0], [0.1, 0.0, -0.1], [0.1, 0.0, 0.0], [0.0, -0.1, 0.2], [0.0, 0.0, 0.1], [-0.1, 0.0, 0.2], [0.0, 0.1, 0.1], [0.0, 0.0, 0.0], [0.3, 0.0, 0.0], [0.0, 0.0, 0.1], [0.0, -0.1, 0.0], [-0.1, -0.1, 0.0], [0.0, -0.1, 0.0], [0.0, 0.0, -0.1], [0.0, 0.0, -0.1], [0.0, 0.0, -0.1], [-0.1, 0.1, 0.0], [0.0, -0.1, 0.0], [0.0, 0.2, 0.0], [0.0, 0.0, 0.1], [0.1, -0.1, 0.0], [0.1, -0.1, 0.0], [0.0, 0.0, 0.0], [0.0, 0.0, -0.1], [0.0, 0.0, -0.1], [0.0, 0.0, -0.1], [0.1, 0.0, 0.0], [0.0, 0.0, 0.0], [-0.1, 0.2, -0.3], [0.1, -0.1, -0.1], [-0.1, -0.1, 0.0], [0.0, -0.1, 0.0], [0.0, 0.0, 0.0], [0.0, 0.0, 0.1], [0.0, 0.0, 0.1], [0.0, 0.1, 0.1]],
  "mulliken_charge": [-0.426, 0.379, -0.183, -0.527, 0.460, -0.583, 0.044, -0.531, 0.485, -0.614, -0.340, -0.076, -0.449, -0.426, 0.719, 0.013, -0.510, 0.430, 0.278, 0.378, 0.392, 0.306, 0.324, 0.449, -0.714, 0.381, -0.550, -0.067, 0.144, 0.229, 0.404, -0.062, 0.390, 0.009, -0.892, 0.414, -0.600, -0.868, 0.316, 0.263, 0.365, 0.248, 0.380, 0.306, -0.933, 0.600, -0.672, -0.894, 0.308, 0.369, 0.303, 0.334, 0.275, 0.310, -0.954, 0.400, -0.545, -0.959, 0.270, 0.310, 0.399, 0.290, 0.389, 0.311]
}


(5)
{
  "formula": "C4H10O3",
  "method": "ωB97M-V/def2-TZVPD",
  "total_charge": -2,
  "relative_energy_kcal_mol": 4.3,
  "species": ["C", "C", "C", "O", "C", "O", "H", "H", "H", "H", "H", "H", "H", "H", "H", "H", "O"],
  "xyz": [[-0.58855, -0.21699, -0.32543], [0.37668, 0.49411, -1.29307], [0.22268, 0.18116, -2.80543], [-1.01522, 0.23960, -3.32301], [-0.11178, -0.06999, 1.11649], [-1.11036, -0.38341, 2.05138], [-0.62890, -1.28188, -0.57991], [-1.58990, 0.19063, -0.45270], [0.24685, 1.57137, -1.13781], [1.40170, 0.18779, -1.02921], [0.95995, 0.90331, -3.28239], [0.73480, -0.81270, -2.98115], [0.76661, -0.71579, 1.28841], [0.22751, 0.97144, 1.28142], [-0.69039, -0.52094, 3.04467], [0.84570, -0.23073, 4.08388], [-0.04737, -0.50698, 4.34386]],
  "atomic_forces_ev_per_a": [[0.6, 0.0, -0.3], [-0.3, -0.5, 0.1], [-0.2, 0.1, -0.3], [0.1, 0.1, 0.1], [-0.5, 0.1, 0.7], [-0.1, -0.4, 0.2], [-0.1, 0.0, 0.0], [-0.1, 0.0, 0.1], [0.2, 0.1, 0.0], [0.1, 0.3, 0.1], [0.0, 0.0, -0.1], [0.0, -0.1, 0.2], [0.1, 0.0, -0.2], [0.1, 0.0, -0.1], [0.0, 0.5, -0.6], [-0.3, -0.1, 0.1], [0.3, -0.1, 0.0]],
  "mulliken_charge": [-0.306, -0.489, -0.549, -0.904, -0.443, -0.590, 0.187, 0.191, 0.317, 0.195, 0.203, 0.174, 0.231, 0.213, 0.489, 0.172, -1.090]
}


What max |F| values result from the calculations? In sequence: 2.33 4.70 8.73 3.03 0.82 eV Å⁻¹.
What highest occupied orbital energy values result from the calculations? In sequence: -8.719 -9.511 -9.099 -8.258 0.227 eV.